1.
The following is a DFT calculation (ωB97M-V with the def2-TZVPD basis set) of an isolated molecule of C27H24N4O3 at a distorted geometry.

Cartesian coordinates (Å):
N -0.806 -1.160 3.597
C -0.538 -0.974 2.493
C -0.239 -0.753 1.151
N 0.914 -0.116 0.734
C 0.844 -0.044 -0.542
C 1.826 0.573 -1.470
C 3.155 0.748 -0.784
C 3.597 2.008 -0.476
C 4.820 2.211 0.178
C 5.597 1.144 0.525
C 5.178 -0.171 0.234
C 5.966 -1.285 0.594
C 5.552 -2.557 0.318
C 4.329 -2.767 -0.336
C 3.546 -1.709 -0.702
C 3.939 -0.381 -0.429
O -0.301 -0.606 -1.058
C -0.989 -1.048 0.019
N -2.170 -1.657 -0.172
C -2.918 -2.288 0.884
C -4.250 -1.543 1.115
N -4.751 -0.904 -0.089
C -4.742 0.549 -0.119
C -3.396 1.240 -0.156
C -2.844 1.629 -1.368
C -1.604 2.258 -1.454
C -0.936 2.483 -0.276
C -1.487 2.113 0.952
C -2.712 1.499 1.037
O -0.640 2.475 1.957
C 0.509 2.998 1.328
O 0.279 3.080 -0.066
C -4.336 -1.592 -1.283
C -2.803 -1.662 -1.473
H 1.912 -0.052 -2.364
H 1.447 1.550 -1.783
H 2.991 2.865 -0.736
H 5.137 3.218 0.404
H 6.541 1.288 1.031
H 6.906 -1.110 1.098
H 6.158 -3.405 0.600
H 4.010 -3.778 -0.549
H 2.608 -1.896 -1.202
H -3.117 -3.324 0.582
H -2.326 -2.303 1.798
H -4.124 -0.794 1.895
H -4.999 -2.268 1.461
H -5.291 0.882 0.767
H -5.320 0.843 -1.000
H -3.397 1.453 -2.280
H -1.189 2.558 -2.402
H -3.120 1.238 2.000
H 0.718 4.003 1.723
H 1.367 2.333 1.518
H -4.788 -1.105 -2.149
H -4.740 -2.608 -1.220
H -2.534 -2.574 -2.025
H -2.437 -0.800 -2.033

The HOMO-LUMO gap is 8.3 eV. The calculation puts the max |F| at 1.5 eV Å⁻¹. The energy above the lowest of the compared OMol25 structures with the same formula, charge and spin comes out at 164.6 kJ/mol. As for the SMILES: N#Cc1nc(Cc2cccc3ccccc23)oc1N1CCN(Cc2ccc3c(c2)OCO3)CC1. The HOMO energy comes out at -7.7307 eV.

2.
The following is a DFT calculation (ωB97M-V with the def2-TZVPD basis set) of a 2-piece molecular cluster, C3H11N2 overall at a distorted geometry.

Cartesian coordinates (Å):
C 1.744 -3.457 -2.108
C 0.637 -2.885 -1.307
H 1.937 -4.510 -1.854
H 2.662 -2.937 -2.079
H 1.393 -3.560 -3.176
H 1.149 -2.472 -0.322
H 0.057 -2.057 -1.823
H -0.180 -3.659 -0.938
N -0.693 1.460 0.394
C -0.799 2.643 1.010
N -1.147 2.806 2.291
H -1.406 0.858 0.209
H 0.181 1.251 -0.211
H -0.636 3.511 0.293
H -1.145 3.728 2.680
H -0.624 2.174 2.857

The HOMO-LUMO gap is 8.0 eV. The calculation puts the max |F| at 4.9 eV Å⁻¹. The energy above the lowest of the compared OMol25 structures with the same formula, charge and spin comes out at 235.1 kJ/mol. The HOMO energy comes out at -13.7209 eV. The charge is +1.

3.
The following is a DFT calculation (ωB97M-V with the def2-TZVPD basis set) of a 5-piece molecular cluster, C26H45ClNO7P overall at a distorted geometry.

Cartesian coordinates (Å):
C 1.310 -2.652 3.075
C 0.173 -1.792 3.868
C -1.184 -2.010 2.994
C 0.697 -0.284 3.851
C -0.227 0.773 4.616
C -1.450 1.326 3.766
C -1.371 2.424 2.859
C -0.028 3.227 2.598
C 1.084 2.422 1.770
C 2.081 3.403 0.985
N 3.382 2.765 0.605
C -2.754 2.819 2.137
O -3.062 4.007 1.858
C -3.754 1.638 1.794
P -4.847 1.525 0.249
O -6.153 0.501 0.758
Cl -3.858 0.392 -1.240
C -3.829 0.544 2.708
C -2.880 0.623 3.979
O -3.226 0.198 5.116
H 2.320 -2.243 3.413
H 1.200 -2.338 1.960
H 1.184 -3.774 3.201
H 0.074 -2.218 4.928
H -1.392 -1.043 2.398
H -2.088 -2.171 3.667
H -1.087 -2.852 2.234
H 0.937 -0.027 2.770
H 1.711 -0.285 4.406
H 0.397 1.672 4.943
H -0.650 0.259 5.541
H -0.318 4.141 1.955
H 0.456 3.648 3.540
H 0.640 1.592 1.103
H 1.734 1.873 2.550
H 1.559 3.887 0.088
H 2.338 4.267 1.704
H 3.196 1.933 0.027
H 3.919 2.487 1.435
H -5.772 -0.409 0.648
H -4.524 -0.347 2.568
C -0.306 7.429 -1.876
C -0.564 5.991 -1.513
C -1.705 5.295 -2.205
O 0.124 5.413 -0.691
H 0.544 7.800 -1.300
H -0.070 7.507 -2.939
H -1.182 8.035 -1.637
H -1.531 5.278 -3.283
H -2.643 5.806 -1.981
H -1.773 4.266 -1.846
C 1.621 -3.462 -1.250
C 0.700 -2.285 -1.087
C -0.395 -2.117 -2.106
O 0.834 -1.497 -0.167
H 2.361 -3.457 -0.446
H 1.050 -4.390 -1.195
H 2.144 -3.396 -2.207
H -1.055 -2.987 -2.088
H 0.039 -1.990 -3.100
H -0.981 -1.227 -1.864
C 2.003 1.353 -2.602
C 2.306 0.600 -3.870
C 3.505 1.039 -4.668
O 1.609 -0.329 -4.235
H 1.114 0.928 -2.132
H 2.841 1.265 -1.909
H 1.810 2.403 -2.831
H 4.410 0.938 -4.065
H 3.378 2.076 -4.988
H 3.601 0.408 -5.554
C -0.358 -8.346 -2.148
C 0.068 -7.114 -2.899
C 0.390 -7.270 -4.362
O 0.150 -6.033 -2.347
H -0.557 -8.085 -1.107
H -1.271 -8.752 -2.587
H 0.439 -9.093 -2.175
H -0.490 -7.629 -4.900
H 1.220 -7.969 -4.487
H 0.682 -6.302 -4.774

The HOMO-LUMO gap is 7.7 eV. The calculation puts the max |F| at 4.5 eV Å⁻¹. As for the SMILES: CC(C)CCC1=C(CCCN)C(=O)C(P(O)Cl)=CC1=O.CC(C)=O.CC(C)=O.CC(C)=O.CC(C)=O. The HOMO energy comes out at -8.8958 eV.

4.
The following is a DFT calculation (ωB97M-V with the def2-TZVPD basis set) of C11H36O9 as an isolated structure at a distorted geometry.

Cartesian coordinates (Å):
C -0.078 -0.261 -1.207
O -0.479 -0.987 -0.101
H 0.260 -0.967 -1.966
H -0.976 0.188 -1.631
H 0.747 0.418 -0.993
H -0.352 -0.503 0.718
C -0.398 -2.902 0.891
O -0.927 -3.505 2.129
H -0.616 -1.842 1.025
H 0.668 -3.070 0.737
H -0.784 -3.484 0.054
H -0.184 -3.514 2.737
C -1.956 -0.323 1.699
O -0.504 -0.292 1.739
H -2.345 -1.220 1.218
H -2.445 -0.225 2.668
H -2.237 0.611 1.213
H -0.184 -0.750 2.519
C -1.800 2.191 -0.407
C -0.411 2.117 0.185
O -0.120 3.204 1.085
O -1.739 2.939 -1.551
H -2.593 2.736 0.104
H -2.044 1.150 -0.619
H 0.409 1.899 -0.498
H -0.477 1.293 0.896
H -0.815 3.838 0.893
H -1.435 3.804 -1.267
C 3.426 1.665 -2.001
C 4.788 1.188 -1.521
O 4.667 0.879 -0.143
O 2.479 0.638 -1.895
H 3.394 2.118 -2.992
H 3.031 2.432 -1.335
H 5.452 2.048 -1.601
H 5.072 0.367 -2.178
H 3.739 0.810 0.092
H 1.806 0.768 -2.567
C -2.873 -0.667 -1.428
C -2.661 -0.571 -2.903
O -3.424 0.308 -3.651
H -2.361 -1.534 -1.011
H -3.955 -0.696 -1.299
H -2.642 0.191 -0.796
H -2.924 -1.570 -3.251
H -1.617 -0.561 -3.215
H -2.823 1.038 -3.818
C 1.925 -1.461 2.061
C 0.853 -1.472 3.132
O 0.716 -0.138 3.543
H 1.663 -0.990 1.114
H 2.065 -2.533 1.921
H 2.803 -0.930 2.426
H 1.111 -2.172 3.926
H -0.150 -1.643 2.742
H 0.253 -0.055 4.380

The HOMO-LUMO gap is 8.9 eV. The calculation puts the max |F| at 11.1 eV Å⁻¹. The HOMO energy comes out at -8.5263 eV.